9
Properties=species:S:1:pos:R:3:forces:R:3 method="wB97M-V/def2-TZVPD" lumo_energy_ev=-0.39 homo_ev=-9.92 charge=0 gap_ev=9.524 e_above_lowest_kj_mol=66.9
C 0.53181 -0.44326 0.11346 -3.0 1.7 -0.6
C -1.37400 0.16147 0.00514 3.6 -1.4 0.5
F 0.68199 -1.38671 -0.80656 0.0 -0.1 0.0
F 0.70377 -0.97418 1.31135 0.0 -0.1 0.1
F -2.06841 -0.92743 0.35413 0.0 0.2 -0.1
S 1.43202 1.08495 -0.20979 -0.3 -0.2 0.1
Cl -1.68675 0.62474 -1.62765 -0.2 0.0 -0.1
Cl -1.55958 1.42486 1.18498 -0.2 0.1 0.0
Cl 3.33914 0.43555 -0.32506 0.1 -0.2 0.0

***

9
Properties=species:S:1:pos:R:3:forces:R:3 method="wB97M-V/def2-TZVPD" lumo_energy_ev="-1.89 / -1.48" homo_ev="-10.29 / -9.66" charge=0 gap_ev="8.400 / 8.179" e_above_lowest_kj_mol=152.6
C -0.66621 1.01713 0.22556 1.0 1.6 -1.1
C -1.10185 -0.27265 -0.17768 0.6 0.3 -0.7
N 1.48674 -0.63320 -0.01675 -1.6 0.2 0.3
O -0.67830 1.51861 1.29621 -0.3 0.0 0.5
O 2.07988 0.18242 -0.62584 1.0 -0.7 0.2
O 1.63422 -1.63725 0.60132 1.0 0.3 -0.4
F -0.10600 1.69150 -0.84192 -0.6 -0.4 0.5
F -0.83691 -0.64060 -1.43081 -0.8 -0.5 0.8
Cl -1.81157 -1.22596 0.96992 -0.3 -0.8 -0.3

***

10
Properties=species:S:1:pos:R:3:forces:R:3 method="wB97M-V/def2-TZVPD" lumo_energy_ev=-2.53 homo_ev=-11.23 charge=0 gap_ev=8.695 e_above_lowest_kj_mol=309.6
C -0.57973 0.95246 -0.50143 1.2 -3.2 0.0
C -0.89918 -0.59403 -0.62477 -0.2 -4.9 2.2
O -0.67809 1.53354 -1.53839 0.1 1.5 1.3
O 2.45602 -0.30563 1.30620 2.9 -1.9 -2.7
O 0.03831 1.05525 0.68522 0.3 2.7 -0.8
F -2.23000 -1.24462 -0.96811 4.3 2.6 0.9
F 0.09404 -1.24452 -1.31017 -1.9 1.3 -0.8
F -0.52853 -1.11157 0.67483 -2.2 -0.5 -1.4
S 1.33343 0.11135 1.97086 -3.6 2.1 1.3
Cl 2.11367 1.68049 3.01919 -0.8 0.2 0.0